(1)
{
  "formula": "C35H40N2O2SSi",
  "method": "ωB97M-V with the def2-TZVPD basis set",
  "elements": ["C", "Si", "C", "C", "O", "C", "C", "C", "C", "O", "C", "C", "C", "N", "S", "N", "C", "H", "H", "H", "H", "H", "H", "H", "H", "H", "H", "H", "H", "H", "H", "H", "H", "C", "C", "C", "C", "C", "C", "H", "H", "H", "H", "H", "H", "C", "C", "C", "C", "C", "C", "H", "H", "H", "H", "H", "H", "C", "C", "C", "C", "C", "C", "H", "H", "H", "H", "H", "H", "C", "C", "C", "C", "C", "C", "H", "H", "H", "H", "H", "H"],
  "positions_angstrom": [[3.31423, -0.36492, 1.82106], [3.60314, 1.18989, 2.97540], [3.33795, 2.83270, 1.93500], [5.45568, 1.12608, 3.51259], [2.46446, 1.20467, 4.35860], [1.20883, 0.71812, 3.76555], [-0.15496, 1.27090, 4.53426], [-1.32388, 1.33410, 3.33952], [-1.81492, -0.16368, 2.78735], [-1.28543, -1.43421, 3.31843], [-2.93682, -0.30099, 1.56301], [-3.51257, 1.15907, 0.98903], [-2.99074, 2.60263, 1.56644], [-3.33017, 4.03073, 1.19767], [-2.37882, 5.17434, 2.16906], [-1.41236, 4.13290, 3.23292], [-1.87793, 2.76621, 2.76411], [3.37846, -1.32727, 2.48611], [4.06923, -0.38496, 0.89794], [2.24347, -0.19363, 1.33634], [3.91525, 2.75076, 0.91466], [3.76495, 3.77271, 2.51543], [2.17540, 3.03857, 1.76228], [5.70532, -0.02161, 3.72189], [5.66335, 1.77734, 4.46588], [6.08649, 1.48338, 2.56472], [1.15606, 1.18656, 2.66921], [1.15456, -0.44966, 3.71802], [-0.54775, 0.46208, 5.30866], [-0.00670, 2.30198, 5.06821], [-0.43095, -1.66698, 2.82855], [-3.27263, -1.34037, 1.14071], [-4.28875, 1.10419, 0.11473], [2.17485, 0.45529, -1.80718], [1.33169, -0.43217, -2.47519], [1.86704, -1.39013, -3.33573], [3.24775, -1.46704, -3.52076], [4.09115, -0.58196, -2.84980], [3.55509, 0.38205, -1.99641], [1.75701, 1.20396, -1.13923], [0.25631, -0.37663, -2.32565], [1.20932, -2.07711, -3.86126], [3.66548, -2.21670, -4.18756], [5.16723, -0.64310, -2.99285], [4.21207, 1.07498, -1.47812], [-5.48318, -0.04645, -3.70584], [-4.51324, 0.53170, -2.88747], [-3.22016, 0.01007, -2.86182], [-2.89417, -1.08473, -3.66285], [-3.86319, -1.66051, -4.48405], [-5.15875, -1.14463, -4.50269], [-6.49173, 0.35823, -3.72300], [-4.76554, 1.38907, -2.26848], [-2.46642, 0.45659, -2.21901], [-1.88523, -1.48833, -3.64667], [-3.60854, -2.51267, -5.10945], [-5.91485, -1.59690, -5.13843], [3.31865, -0.10818, 7.26934], [3.57612, -1.26394, 8.00603], [2.56768, -1.83791, 8.77961], [1.29769, -1.26103, 8.80866], [1.03923, -0.10737, 8.06896], [2.05032, 0.47186, 7.30271], [4.10578, 0.34079, 6.66927], [4.56383, -1.71728, 7.97791], [2.77049, -2.73464, 9.35880], [0.51032, -1.71097, 9.40759], [0.04901, 0.34113, 8.09043], [1.85013, 1.37373, 6.73094], [-4.22383, -2.18662, -9.48847], [-4.28754, -1.54397, -8.25247], [-3.15477, -0.91975, -7.73093], [-1.95969, -0.92976, -8.45079], [-1.89705, -1.56922, -9.68856], [-3.02740, -2.20144, -10.20580], [-5.10596, -2.67592, -9.89303], [-5.22063, -1.53030, -7.69477], [-3.20295, -0.42488, -6.76476], [-1.07811, -0.43915, -8.04677], [-0.96607, -1.57551, -10.25016], [-2.97676, -2.70424, -11.16758]],
  "forces_ev_per_angstrom": [[-0.6, 0.3, -0.7], [0.1, 0.5, 0.1], [-0.5, 0.9, 0.0], [0.5, -0.6, 0.1], [0.2, -1.0, -2.7], [-1.1, 1.1, -0.4], [-0.8, -0.9, -0.9], [-0.7, -2.1, -0.6], [-0.8, 3.2, -1.5], [0.4, 2.6, -1.8], [1.0, 5.8, 1.2], [2.1, -2.1, 2.0], [1.6, 2.8, 1.6], [2.3, -3.0, 2.3], [-0.4, -5.1, -0.1], [-4.0, -4.0, -4.3], [0.2, -1.7, -0.1], [-0.2, 1.6, -1.6], [-1.5, -0.1, 2.2], [2.2, -0.9, 1.0], [-1.3, 0.2, 1.9], [-0.9, -1.9, -1.2], [2.6, -0.4, 0.1], [-0.3, 2.6, -0.3], [-0.1, -1.3, -1.9], [-1.2, -0.7, 2.2], [-0.2, -1.2, 2.2], [0.3, 2.2, 0.1], [1.0, 1.8, -1.6], [-0.3, -2.0, -1.3], [-1.7, 0.7, 0.8], [0.7, 2.4, 0.9], [1.7, 0.4, 2.0], [0.1, -0.1, -0.1], [0.2, 0.0, 0.0], [0.1, 0.1, 0.1], [-0.1, 0.1, 0.1], [-0.1, 0.0, 0.0], [-0.2, -0.1, -0.1], [0.1, -0.1, -0.1], [0.1, 0.0, 0.0], [0.1, 0.1, 0.1], [-0.1, 0.1, 0.1], [-0.2, 0.0, 0.0], [-0.1, -0.1, -0.1], [0.1, -0.1, 0.0], [0.0, -0.2, -0.1], [-0.1, -0.1, -0.1], [-0.2, 0.1, 0.0], [0.0, 0.0, 0.2], [0.1, 0.1, 0.1], [0.2, -0.1, 0.0], [0.0, -0.1, -0.1], [-0.1, 0.0, -0.1], [-0.1, 0.0, 0.0], [0.0, 0.1, 0.1], [0.1, 0.1, 0.1], [-0.1, -0.1, 0.1], [-0.1, 0.1, 0.0], [-0.1, 0.1, -0.1], [0.2, 0.0, -0.1], [0.2, -0.1, 0.0], [0.0, -0.1, 0.2], [-0.1, -0.1, 0.1], [-0.1, 0.1, 0.0], [0.0, 0.1, -0.1], [0.1, 0.1, -0.1], [0.1, -0.1, 0.0], [0.1, -0.2, 0.1], [0.2, 0.1, 0.1], [0.2, 0.0, -0.1], [0.0, 0.0, -0.2], [-0.2, -0.1, -0.1], [-0.1, 0.0, 0.1], [0.0, 0.1, 0.2], [0.1, 0.1, 0.1], [0.1, 0.0, -0.1], [0.0, -0.1, -0.2], [-0.1, -0.1, -0.1], [-0.1, 0.0, 0.1], [0.0, 0.1, 0.1]],
  "smiles": "C[Si](C)(C)OCCc1c(O)ccc2nsnc12.c1ccccc1.c1ccccc1.c1ccccc1.c1ccccc1",
  "charge": 0,
  "gap_ev": 6.681
}

***

(2)
{
  "formula": "C35H40N4P2Sr",
  "method": "ωB97M-V with the def2-TZVPD basis set",
  "elements": ["Sr", "C", "C", "C", "C", "C", "C", "C", "C", "C", "H", "H", "H", "H", "H", "H", "H", "H", "H", "H", "H", "H", "H", "H", "H", "P", "P", "N", "N", "N", "N", "C", "C", "C", "C", "C", "C", "C", "C", "C", "C", "C", "C", "C", "C", "C", "C", "C", "C", "H", "H", "H", "H", "H", "H", "H", "H", "H", "H", "H", "H", "H", "H", "H", "H", "H", "H", "H", "H", "C", "C", "C", "C", "C", "C", "C", "C", "H", "H", "H", "H", "H"],
  "positions_angstrom": [[2.40526, -0.81479, 0.37404], [-4.71213, -3.95325, -1.40876], [-4.67597, -2.70516, -1.89157], [-5.57364, -1.57702, -1.48243], [-6.02690, -1.56742, 0.00177], [-4.94126, -1.85980, 1.00689], [-4.62685, -3.07182, 1.46828], [-5.31931, -4.35290, 1.06945], [-5.71108, -4.48898, -0.42456], [3.32162, 0.55081, 2.50250], [-4.00345, -4.70681, -1.77382], [-3.98797, -2.45711, -2.70608], [-6.47967, -1.55151, -2.11615], [-5.04416, -0.63437, -1.69756], [-6.40241, -0.55232, 0.20974], [-6.87850, -2.24925, 0.12166], [-4.43131, -0.96646, 1.39228], [-3.85471, -3.19738, 2.23838], [-6.23696, -4.51150, 1.66490], [-4.65035, -5.18756, 1.33023], [-5.80929, -5.56805, -0.62740], [-6.70336, -4.04721, -0.57865], [4.37833, 0.24139, 2.46309], [2.95083, 0.41330, 3.52756], [3.27157, 1.62016, 2.26729], [0.32438, 1.02159, 1.30077], [0.44781, 0.69228, -1.64062], [-0.03677, -0.04117, 2.70354], [0.21674, 2.63944, 2.11746], [-0.03311, -1.03043, -2.05773], [0.48855, 1.28304, -3.26389], [-1.32527, 0.95323, 0.48782], [-1.16970, 1.27671, -1.01366], [0.76166, -1.10587, 3.16124], [0.14637, -1.67799, 4.26214], [-1.06295, -0.95373, 4.49950], [-1.14663, 0.04658, 3.54127], [1.10975, 3.08746, 3.10660], [0.72721, 4.36026, 3.51972], [-0.43203, 4.72533, 2.75889], [-0.71830, 3.65995, 1.90643], [0.84035, -2.11702, -1.84795], [0.08412, -3.28349, -1.78339], [-1.27866, -2.91928, -1.97015], [-1.30832, -1.55141, -2.20309], [-0.42192, 1.05922, -4.31179], [0.09509, 1.62445, -5.46734], [1.36905, 2.20753, -5.13470], [1.59182, 1.98709, -3.78742], [-2.02917, 1.64149, 0.97784], [-1.72596, -0.06376, 0.63454], [-1.98144, 0.85171, -1.61403], [-1.19636, 2.36530, -1.16929], [1.77573, -1.27280, 2.80559], [0.52326, -2.51322, 4.83770], [-1.77525, -1.12787, 5.29466], [-1.87444, 0.83096, 3.38234], [1.94967, 2.48585, 3.39885], [1.21441, 4.95297, 4.27960], [-0.98238, 5.65404, 2.82307], [-1.48557, 3.54534, 1.15616], [1.91417, -1.96834, -1.96554], [0.43396, -4.29124, -1.61643], [-2.14627, -3.56475, -1.93116], [-2.12077, -0.93367, -2.56861], [-1.33605, 0.49612, -4.14596], [-0.36665, 1.60199, -6.45033], [2.03740, 2.70539, -5.82867], [2.43395, 2.23219, -3.15012], [4.28043, 0.34607, -0.86477], [5.28200, 1.08053, -0.73796], [6.48130, 1.82125, -0.63844], [7.58332, 1.37438, -1.39050], [8.86360, 1.81903, -1.06706], [9.05532, 2.71852, -0.00904], [7.94206, 3.27771, 0.63863], [6.65078, 2.85014, 0.32038], [7.40613, 0.63724, -2.17257], [9.72900, 1.44662, -1.61359], [10.07129, 2.96926, 0.31150], [8.08602, 4.02890, 1.41836], [5.77897, 3.25389, 0.84017]],
  "forces_ev_per_angstrom": [[1.4, 0.5, 0.2], [0.1, 0.3, -0.4], [-0.1, -0.7, -0.2], [-0.2, 0.4, 0.1], [-0.2, 0.3, -0.1], [0.1, 0.0, 0.2], [-0.2, 0.2, 0.2], [0.2, -0.3, 0.0], [-0.2, -0.4, 0.2], [-0.4, -0.4, -0.3], [-0.1, 0.4, 0.0], [0.0, -0.2, 0.3], [0.3, 0.0, 0.1], [-0.1, -0.2, 0.1], [0.0, -0.3, -0.1], [0.3, 0.3, 0.1], [0.1, -0.5, -0.1], [-0.2, 0.3, -0.3], [0.3, 0.1, -0.1], [-0.2, 0.2, -0.1], [-0.2, 0.3, 0.1], [0.3, -0.2, -0.1], [-0.1, 0.2, 0.0], [0.2, 0.1, 0.0], [0.3, -0.1, -0.1], [-0.9, 0.7, 3.4], [-0.3, -1.4, -2.5], [0.3, 0.2, -0.1], [0.4, -0.4, -0.1], [0.3, 0.2, 0.4], [0.2, 0.4, -0.5], [-0.4, 0.1, -0.1], [-0.3, 0.3, 0.0], [-0.8, -0.1, 0.6], [0.0, 0.5, -0.9], [0.1, 0.7, -0.7], [0.5, -0.7, 0.2], [-0.7, 0.9, -0.3], [-0.2, -1.2, -0.8], [0.2, -1.2, -0.6], [0.4, 0.4, 0.6], [-0.8, -0.1, 0.1], [0.2, 0.8, 0.1], [0.2, 0.9, -0.3], [0.3, -0.6, 0.4], [0.6, 0.5, -0.3], [0.0, -0.3, 1.0], [-0.3, -0.3, 0.8], [-0.6, -0.2, -0.7], [0.1, -0.3, -0.2], [0.3, 0.2, -0.1], [0.1, 0.2, 0.2], [0.2, -0.2, 0.0], [-0.4, 0.3, 0.2], [0.0, 0.2, -0.1], [0.1, 0.1, -0.1], [0.0, -0.2, 0.1], [0.0, -0.1, 0.1], [0.0, -0.1, -0.1], [0.0, -0.2, -0.1], [0.0, 0.2, 0.1], [-0.3, -0.1, 0.0], [0.2, 0.1, -0.1], [0.3, 0.1, -0.2], [0.1, -0.1, 0.5], [0.3, 0.2, -0.1], [0.1, 0.0, 0.3], [-0.1, -0.1, 0.3], [-0.1, -0.1, -0.1], [1.4, 1.0, 0.1], [-2.6, -1.3, -0.7], [0.8, 0.3, 0.5], [0.2, 0.3, 0.4], [0.0, 0.2, 0.2], [-0.3, 0.0, -0.1], [0.0, -0.2, -0.2], [0.4, -0.4, -0.3], [0.1, 0.1, 0.2], [-0.2, 0.0, 0.1], [-0.4, 0.1, -0.2], [0.0, -0.2, -0.2], [0.3, -0.2, -0.1]],
  "charge": 0,
  "gap_ev": 6.335,
  "e_above_lowest_kj_mol": 0.00
}

***

| no. | DFT total energy (eV) |
| --- | --- |
| 1 | -62721.2554 |
| 2 | -62311.5568 |